(1)
Density functional theory data (wB97M-V/def2-TZVPD) for the molecule C11H20FIN2O3S3.

The geometry in XYZ format:
```
41
Properties=species:S:1:pos:R:3:forces:R:3
C 2.808739 -0.593343 2.394376 0.0 0.9 -0.6
C 2.942843 -0.954172 0.766702 0.9 -0.7 1.4
C 3.245463 0.449516 -0.024488 -0.6 -0.1 2.2
I 5.326575 0.378874 -0.695708 -0.8 0.4 0.2
N 2.234009 0.823174 -1.084105 0.8 -2.4 -0.1
C 0.804764 0.743992 -0.591776 -2.1 0.7 0.7
C 0.053187 2.150059 -1.059218 0.5 -0.5 -0.3
C -0.647448 2.912368 0.217208 1.4 0.3 -0.8
S -2.511090 2.821140 -0.027583 0.0 -0.4 0.6
C -3.273993 1.401449 0.925947 -0.7 -1.1 3.1
S -4.098788 1.837087 2.388812 1.8 -1.0 -3.3
N -3.216021 -0.066872 0.576291 1.4 1.9 -1.0
C -2.155570 -0.820733 1.346936 -0.1 -0.6 2.3
C -2.182606 -2.464779 1.057264 0.0 0.3 0.1
O -3.060925 -2.770779 -0.082492 1.9 1.5 0.1
C -2.652585 -1.892942 -1.190735 0.0 0.3 -0.5
C -3.170566 -0.327492 -0.910814 -0.2 -1.7 -1.2
S 2.482695 -0.012404 -2.596147 -2.0 1.9 -8.6
O 1.127659 -0.192546 -3.386599 4.6 0.1 4.5
O 3.406835 0.792002 -3.591806 -2.4 -3.4 5.2
F 3.107381 -1.624658 -2.417510 -1.0 3.0 0.4
H 3.724235 0.122341 2.666447 -1.9 -1.8 -0.5
H 1.841808 0.076408 2.592917 1.9 -1.6 -0.4
H 2.813378 -1.548345 3.073742 0.0 1.9 -1.4
H 3.885539 -1.684204 0.706212 -2.1 1.7 -0.1
H 2.035039 -1.571121 0.360995 1.5 1.5 0.7
H 3.190788 1.311616 0.800259 0.1 -1.8 -2.1
H 0.218675 -0.218186 -0.940459 1.4 2.0 0.4
H 0.731285 0.739507 0.599562 0.8 -0.1 -2.6
H 0.876255 2.812203 -1.613411 -1.8 -1.4 1.5
H -0.774462 1.928758 -1.857402 1.7 0.4 1.6
H -0.276148 2.553388 1.267968 -0.9 0.5 -2.0
H -0.326382 4.058490 0.128338 -1.2 -2.4 0.3
H -1.078363 -0.371397 1.242394 -1.9 -0.9 -0.1
H -2.442331 -0.715050 2.499144 0.7 0.0 -2.5
H -2.570836 -3.068565 2.001334 0.6 1.4 -2.2
H -1.090167 -2.829195 0.822666 -1.9 0.7 0.4
H -3.133890 -2.332841 -2.186940 1.0 1.1 2.3
H -1.468612 -1.905757 -1.338234 -2.4 -0.1 0.4
H -2.435912 0.350887 -1.518417 -1.6 -0.9 1.1
H -4.290460 -0.297881 -1.321668 2.6 0.3 0.9
```
Positions in Å, forces in eV/Å.

For the lowest unoccupied orbital energy, the calculation gives -1.217 eV. For the total energy, the calculation gives -2358.1366 Eh.

***

(2)
Density functional theory data (wB97M-V/def2-TZVPD) for the molecule C11H20INO7S.

The geometry in XYZ format:
```
41
Properties=species:S:1:pos:R:3:forces:R:3
C -0.725710 2.515097 0.884094 -0.5 0.0 0.1
C -0.036226 1.220935 0.079856 0.6 0.7 0.8
C 1.057002 0.357735 0.996001 0.3 0.5 0.1
C 2.508155 0.146280 0.239644 0.8 -1.1 0.7
C 3.447777 -0.910597 1.132584 0.5 0.3 -0.3
C 4.385985 -1.812801 0.097785 -1.2 1.3 0.1
O 3.532232 -2.901281 -0.427977 0.5 1.5 -0.5
O 0.886275 1.961592 -0.842618 -1.6 -0.5 -2.7
S 0.132664 2.321982 -2.333839 -0.2 0.6 -2.2
O -0.118709 3.848929 -2.320374 0.7 -6.1 -0.1
O 0.691550 1.650931 -3.633815 -1.5 2.9 5.5
O -1.255826 1.334163 -2.031687 1.8 1.2 0.7
C -1.073714 0.381846 -0.885860 -0.6 0.3 -0.9
C -2.624030 0.199820 -0.381390 -0.1 0.9 0.5
C -2.797417 -0.443203 1.116543 -1.2 -0.6 0.3
C -4.019315 0.327461 1.958419 1.2 0.9 -0.1
I -5.859286 -0.931011 2.056712 1.1 0.8 0.0
C -0.544900 -0.956659 -1.674620 0.2 0.8 -1.6
O -0.131363 -2.069492 -0.805868 0.5 2.9 -0.8
N -0.440685 -3.182930 -1.544545 -3.8 -2.5 4.0
O -1.250387 -3.768151 -0.824910 2.6 0.1 -3.3
H -0.921106 3.420513 0.131087 0.6 -2.2 1.5
H 0.020513 2.894835 1.734352 -1.7 -1.0 -2.0
H -1.777908 2.250752 1.344300 2.2 0.4 -0.7
H 0.650857 -0.703316 1.308696 0.6 2.3 -0.7
H 1.266135 1.026695 1.960546 -0.5 -1.7 -2.0
H 3.150141 1.123940 0.148644 -1.7 -1.8 0.0
H 2.404131 -0.346419 -0.825966 -0.1 1.2 2.0
H 4.173994 -0.309412 1.833511 -1.5 -1.0 -1.3
H 2.772097 -1.595757 1.810262 1.4 1.2 -1.5
H 4.703853 -1.098549 -0.798206 -0.4 -1.5 1.9
H 5.342397 -2.227335 0.633843 -2.1 0.5 -1.2
H 2.910788 -2.519763 -1.115347 1.2 -0.5 1.3
H -3.102607 1.289866 -0.348898 1.2 -2.3 -0.2
H -3.235994 -0.384773 -1.203188 1.4 1.0 1.8
H -1.838114 -0.384254 1.795421 -1.8 -0.1 -1.6
H -3.157954 -1.577808 1.032230 1.2 2.5 0.2
H -4.374687 1.321355 1.424587 0.8 -2.1 1.2
H -3.639933 0.577905 3.054972 -1.1 -0.7 -2.4
H 0.327925 -0.677392 -2.427034 -1.7 -0.4 1.7
H -1.438597 -1.371729 -2.347946 1.8 1.3 1.5
```
Positions in Å, forces in eV/Å.

For the lowest unoccupied orbital energy, the calculation gives -0.929 eV. For the total energy, the calculation gives -1708.0702 Eh.

***

(3)
Density functional theory data (wB97M-V/def2-TZVPD) for a structure of composition C11H20IrN3P2.

The geometry in XYZ format:
```
37
Properties=species:S:1:pos:R:3:forces:R:3
C 0.200833 -0.500253 -3.772665 0.0 -0.3 -0.1
C -0.984914 -1.186719 -4.183743 1.3 2.5 1.8
C -0.838771 -2.511271 -3.691238 1.8 -3.2 -1.0
C 0.551818 -2.797436 -3.496248 -2.2 1.1 0.6
C 1.189355 -1.515915 -3.393690 -1.8 1.1 -0.7
Ir 0.993896 1.550106 -1.379947 2.6 -0.6 -2.8
P -0.533087 3.117173 -1.545985 -1.5 1.9 0.4
H 0.368518 0.591012 -3.740694 0.1 -0.7 -0.7
H -1.859380 -0.741839 -4.668563 0.4 -0.3 0.4
H -1.658552 -3.251931 -3.665177 0.7 0.4 -0.2
H 2.177536 -1.268132 -3.044148 0.2 -0.2 -0.1
H 1.039274 -3.742890 -3.338940 -0.2 -0.1 0.2
H -1.700093 3.098688 -0.714999 0.3 0.3 -0.5
H -1.124222 3.431950 -2.790920 0.1 0.0 0.2
H 0.020512 4.387002 -1.152276 -0.5 -0.5 -0.3
C 1.307840 -0.581133 3.046169 -0.7 0.0 -0.5
N 1.122221 0.868445 2.779941 0.1 0.1 -1.2
C -0.237903 1.335890 3.112493 -0.4 -1.3 0.5
N -1.278546 0.489071 2.472852 -0.1 0.0 0.4
C -1.044970 -0.946884 2.770221 0.2 0.4 -0.7
N 0.294723 -1.398287 2.329052 0.1 0.4 0.0
C 0.452903 -1.330103 0.858480 0.4 -0.2 0.3
P 0.264743 0.383041 0.241299 -1.8 -0.9 1.2
C 1.505713 1.214294 1.407707 0.1 -0.1 1.5
C -1.387970 0.735781 1.035116 1.3 -0.5 0.4
H 1.190831 -0.761881 4.122266 0.1 0.1 -0.3
H 2.304288 -0.879162 2.711214 -0.1 0.1 0.2
H -0.365459 2.367507 2.796271 0.1 0.1 0.0
H -0.376657 1.255013 4.209598 0.1 0.1 -0.6
H -1.805010 -1.538906 2.225185 0.3 0.3 0.5
H -1.129365 -1.103682 3.855089 0.0 0.0 -0.4
H 1.446823 -1.684547 0.533995 -0.4 -0.1 0.3
H -0.322069 -1.902959 0.324496 0.3 -0.1 0.4
H 1.494330 2.294279 1.224457 0.1 -0.2 0.3
H 2.475959 0.769481 1.160820 -0.1 0.3 0.0
H -2.044624 0.006684 0.551693 -0.3 0.2 0.2
H -1.710537 1.748499 0.810820 -0.2 0.0 0.2
```
Positions in Å, forces in eV/Å.

For the lowest unoccupied orbital energy (alpha / beta), the calculation gives -2.814 / -6.446 eV. For the total energy, the calculation gives -1381.8911 Eh. The expectation value of S² is 8.795. Its spin multiplicity is 6. The value obtained for the energy above the lowest of the compared OMol25 structures with the same formula, charge and spin is 40.4 kJ/mol. As for the charge: +1.

***

(4)
Density functional theory data (wB97M-V/def2-TZVPD) for a cluster of 2 separate species, C11H20N2 in total.

The geometry in XYZ format:
```
33
Properties=species:S:1:pos:R:3:forces:R:3
C 2.577698 0.945430 -1.484738 0.0 0.1 0.6
C 3.423271 -0.920213 -0.037170 -0.3 -0.1 -4.1
C 4.565433 -0.022249 -0.277982 0.9 0.5 -1.1
C 3.181845 0.567279 -0.272732 0.3 0.4 5.1
C -2.784124 -1.106996 0.325136 -2.1 0.8 -0.3
C -0.294162 -1.568991 0.241282 2.9 1.4 2.8
C -1.544752 -0.950894 2.477630 0.3 -0.7 -0.9
C -1.330811 0.740753 -2.016967 0.7 2.7 -0.4
C -0.828853 2.715270 -0.590292 4.9 0.1 0.1
C -1.036186 0.705044 0.598189 -0.6 1.1 -0.5
C -1.448495 -0.715207 0.921739 1.6 -0.2 -1.1
N 2.063706 1.208615 -2.467257 -0.5 0.3 -1.1
N -1.130959 1.278808 -0.614243 -0.1 -0.3 1.3
H 3.023034 -1.576238 -0.850451 0.6 0.4 1.1
H 3.521830 -1.247525 0.924464 -0.8 -1.1 2.3
H 5.196779 0.060743 0.569158 0.2 0.6 0.9
H 5.184113 0.135405 -1.143384 -0.3 -0.6 -0.7
H -3.291983 -1.666709 1.139286 -0.4 0.4 -0.9
H -3.435562 -0.216783 -0.076779 1.1 -1.4 1.2
H -2.732787 -1.766557 -0.529026 0.3 -0.3 -0.3
H 0.415304 -2.090651 1.083709 -1.4 1.6 -2.1
H 0.314240 -0.928788 -0.484602 -0.4 -0.8 1.3
H -0.624341 -2.360917 -0.323147 -1.2 -1.9 -1.2
H -0.956176 -0.279016 3.077165 0.3 0.6 -0.1
H -1.119117 -1.984684 2.734682 -1.4 1.1 -0.3
H -2.617263 -0.749434 2.684935 0.8 -0.6 0.6
H -1.490610 -0.277574 -1.948985 -0.7 -2.0 0.1
H -2.199749 1.273187 -2.561738 1.4 -0.8 0.9
H -0.337896 0.872961 -2.594888 -1.7 0.1 0.9
H -0.180205 2.935494 -1.527017 -0.8 -0.2 1.5
H -1.592926 3.411034 -0.616198 -2.3 0.8 -0.2
H -0.219031 3.015215 0.402401 -1.3 -1.1 -2.4
H 2.934286 1.087735 0.770931 0.0 -0.6 -2.9
```
Positions in Å, forces in eV/Å.

For the lowest unoccupied orbital energy, the calculation gives 0.831 eV. For the total energy, the calculation gives -540.4226 Eh. The value obtained for the energy above the lowest of the compared OMol25 structures with the same formula, charge and spin is 333.9 kJ/mol.

***

(5)
Density functional theory data (wB97M-V/def2-TZVPD) for the molecule C11H20N2O3.

The geometry in XYZ format:
```
36
Properties=species:S:1:pos:R:3:forces:R:3
C 4.226771 0.473650 -1.147374 0.2 2.1 1.0
C 3.455420 -0.215132 -0.030719 -0.7 -2.2 -2.1
C 2.073782 0.312555 0.125959 -2.3 1.5 0.1
C 1.978281 1.615915 0.879892 0.6 -1.5 4.3
C 1.029987 -0.696055 0.748541 1.8 -0.4 1.6
N 0.951491 -1.769357 -0.133288 0.4 -1.3 -1.7
C -0.343304 -0.142511 1.108039 0.5 1.5 1.6
O -0.355066 0.503452 2.144959 -1.3 -0.7 -0.9
N -1.510495 -0.423906 0.313776 0.5 -1.1 0.7
C -2.476589 -1.496993 0.829351 -0.7 1.5 -0.3
C -3.422357 -1.628164 -0.394009 6.0 1.0 -1.0
C -3.246034 -0.295802 -1.179595 -1.2 -1.0 -2.3
C -1.976254 0.459675 -0.775042 -0.2 -1.2 1.5
C -2.195757 1.856354 -0.200375 -1.0 1.0 -1.7
O -1.913316 2.891957 -0.811672 -0.4 -2.1 1.9
O -2.923981 1.785937 0.960458 1.1 2.0 -1.1
H 4.393044 1.515159 -0.724474 0.7 -1.0 -0.7
H 3.740597 0.702595 -2.105737 -0.3 -0.7 0.3
H 5.135826 -0.096960 -1.323546 0.3 0.5 -0.1
H 3.250146 -1.254603 -0.412616 0.7 0.5 0.9
H 4.073769 -0.184565 0.852260 -0.1 -0.2 0.5
H 1.724176 0.576012 -0.929388 0.1 -0.7 1.0
H 1.204900 2.202838 0.542039 -2.0 1.3 -0.7
H 2.866137 2.193582 0.738847 0.7 0.4 0.3
H 1.702641 1.404792 2.123033 1.3 0.8 -3.7
H 1.437356 -1.151919 1.763431 -0.5 1.4 -1.8
H 0.602934 -2.579537 0.299804 -0.3 -1.3 0.7
H 0.247971 -1.532202 -0.794205 -0.5 0.0 -1.1
H -1.860873 -2.373660 1.053220 -0.3 -0.1 -0.2
H -3.116739 -1.299909 1.711335 0.9 0.7 0.0
H -4.376056 -1.980370 -0.370469 -2.6 -0.9 0.7
H -2.748101 -2.289250 -0.978864 -1.2 -0.3 -0.2
H -3.150466 -0.707347 -2.270215 -0.3 1.5 1.7
H -4.117390 0.350832 -1.116444 -0.1 0.0 -0.1
H -1.372458 0.523316 -1.682224 0.7 0.1 0.5
H -2.989995 2.749630 1.185299 -0.3 -1.0 0.2
```
Positions in Å, forces in eV/Å.

For the lowest unoccupied orbital energy, the calculation gives 0.623 eV. For the total energy, the calculation gives -766.2829 Eh. The value obtained for the energy above the lowest of the compared OMol25 structures with the same formula, charge and spin is 374.2 kJ/mol.

***

(6)
Density functional theory data (wB97M-V/def2-TZVPD) for a structure of composition C11H20N6O5PSTi.

The geometry in XYZ format:
```
45
Properties=species:S:1:pos:R:3:forces:R:3
Ti 0.414725 -0.243031 -0.018818 -0.1 -0.1 -0.3
N 2.052012 1.251702 0.426831 0.0 0.0 0.0
N 1.617780 2.563127 0.669390 0.0 0.0 -0.1
C 0.332048 2.842565 0.961900 0.0 0.1 0.1
N 0.055111 4.119557 1.220436 0.0 0.0 0.0
S -0.874863 1.675981 1.076624 -0.1 -0.1 0.0
H 2.648232 0.950204 1.195145 0.0 0.0 0.0
H 2.571850 1.228297 -0.448636 0.0 0.1 0.0
H 2.306235 3.297763 0.604016 0.0 0.0 0.0
H 0.761771 4.833879 1.283360 0.0 0.0 0.0
H -0.894594 4.375042 1.433223 0.0 0.0 0.0
N 0.553792 -0.791308 1.982729 0.2 0.0 -0.1
C 0.668061 -1.367761 2.993418 -0.1 0.0 0.1
C 0.809437 -2.071839 4.151570 0.0 0.0 -0.1
C 1.245979 -3.417042 4.027756 0.0 0.0 0.0
N 1.602599 -4.498776 3.851154 0.0 0.0 0.0
C 0.506939 -1.467287 5.400898 -0.1 0.0 0.0
N 0.247230 -0.963197 6.402101 0.0 0.0 0.0
O 1.020848 -0.194220 -1.734158 0.1 -0.1 0.1
O 0.077872 0.802790 -1.452130 0.0 0.1 0.1
C -1.607770 -5.443548 2.071824 0.0 0.1 0.0
C -0.346892 -5.241210 1.274729 0.1 -0.1 0.1
O -0.158837 -3.805199 1.031182 -0.1 0.0 0.0
P 0.113601 -3.244813 -0.425148 0.0 0.2 0.1
O -0.870660 -1.845399 -0.344365 0.2 0.0 0.1
C -2.281113 -1.953729 0.049285 0.0 0.0 0.0
C -3.051664 -2.808919 -0.923230 0.0 0.0 0.0
O 1.402879 -2.210815 -0.155633 -0.2 -0.1 0.0
C 2.767571 -2.720871 -0.263824 0.0 0.0 0.0
C 3.406282 -2.806074 1.100387 0.0 0.1 0.0
H -1.727923 -6.501625 2.301853 0.0 0.0 0.0
H -2.485753 -5.113570 1.515500 0.0 0.0 0.0
H -1.551213 -4.897544 3.012980 0.0 0.0 0.0
H -0.376726 -5.762420 0.314943 0.0 0.0 0.0
H 0.530964 -5.554840 1.833925 0.0 0.0 0.0
H -2.641205 -0.926048 0.052394 0.0 0.0 0.0
H -2.302379 -2.343361 1.066710 0.0 0.0 0.0
H -2.969471 -2.421035 -1.937925 0.0 0.0 0.0
H -4.102936 -2.813293 -0.637323 0.0 0.0 0.0
H -2.703623 -3.842650 -0.913950 0.0 0.0 0.0
H 3.289576 -2.043820 -0.938132 0.0 0.0 0.0
H 2.713816 -3.698326 -0.748201 0.0 0.0 0.0
H 3.430879 -1.825429 1.579903 0.0 0.0 0.0
H 4.433072 -3.159422 1.006177 0.0 0.0 0.0
H 2.864368 -3.487478 1.755176 0.0 0.0 0.0
```
Positions in Å, forces in eV/Å.

For the lowest unoccupied orbital energy (alpha / beta), the calculation gives -4.216 / -4.216 eV. For the total energy, the calculation gives -2724.7147 Eh. The value obtained for the energy above the lowest of the compared OMol25 structures with the same formula, charge and spin is 18.7 kJ/mol. As for the charge: +1.